C5H12O | ωB97M-V/def2-TZVPD

```
18
Properties=species:S:1:pos:R:3:forces:R:3
C 2.0679 -0.6400 -0.0310 0.2 -0.3 -0.1
O 1.1521 -0.0370 0.7120 0.3 0.3 0.3
C -0.0899 -0.3470 0.8615 -0.5 -0.2 0.0
C -0.1784 1.3888 -1.7457 -0.1 0.0 0.0
C -0.6177 -1.5386 0.1616 0.0 0.0 0.0
C -0.9138 0.5770 1.6935 0.0 0.0 0.0
H 0.6683 0.7427 -1.5096 0.0 0.1 -0.1
H 1.8758 -1.6320 -0.4175 0.0 0.1 0.1
H 3.0561 -0.2245 0.0968 -0.1 -0.1 0.0
H -0.0547 1.8026 -2.7506 -0.1 -0.1 0.2
H -1.0981 0.7985 -1.6954 0.1 0.2 -0.1
H -0.2254 2.2025 -1.0160 0.0 -0.1 -0.1
H -0.3116 -1.5207 -0.9002 -0.1 0.0 0.2
H -0.2241 -2.4827 0.5801 0.0 0.2 -0.1
H -1.7104 -1.5599 0.2192 0.2 0.0 0.0
H -1.3988 0.0508 2.5273 0.1 0.1 -0.1
H -0.2841 1.3679 2.1096 -0.1 -0.1 -0.1
H -1.7131 1.0517 1.1043 0.1 -0.1 0.1
```
Positions in Å, forces in eV/Å.

Summary:
DFT total energy in eV: -7423.8785
Energy relative to the best compared isomer or geometry (same formula, charge and spin) in kcal/mol: 79.16
Frontier orbital gap (alpha / beta) in Ha: 0.293 / 0.281
HOMO (alpha / beta) in eV: -7.011 / -6.672
E_LUMO (alpha / beta) in eV: 0.9531 / 0.9686



C25H49NO2P2RuS | ωB97M-V/def2-TZVPD

```
81
Properties=species:S:1:pos:R:3:forces:R:3
Ru 0.0167 0.1653 -0.4246 2.2 0.9 -0.3
C 0.5395 1.2421 1.0056 3.1 2.4 4.8
O 0.9299 1.8273 1.9591 -2.1 -2.3 -3.9
C -1.8248 0.3513 -0.4108 -9.6 1.9 -1.5
O -2.9921 0.6067 -0.5124 6.5 -1.3 0.9
P 0.2126 2.3366 -1.5170 0.0 -1.2 -1.9
C 0.0471 2.1407 -3.3531 0.0 -0.1 0.1
H 0.0540 3.1617 -3.7624 0.1 -0.2 0.3
C -1.2189 3.4659 -1.0938 -1.3 1.5 1.3
H -2.1006 2.8194 -1.2440 0.4 -0.4 -0.2
C 1.8605 3.2111 -1.3335 1.2 1.2 0.8
H 2.5487 2.4467 -1.7316 -0.4 -0.3 -0.2
C 1.5917 -3.0639 1.1182 0.5 0.6 0.1
P 0.0733 -2.3611 0.2821 0.5 -3.1 0.7
H -0.3418 -3.9108 -1.5030 0.0 0.2 0.1
H 2.3750 -2.9082 0.3636 -0.2 0.0 0.2
C -1.4236 -3.3876 0.9514 -0.4 0.6 -0.4
H -1.0890 -4.4347 0.8968 0.3 0.4 -0.2
C -1.2122 3.8994 0.3716 0.2 -0.1 0.0
H -2.2045 4.3107 0.6092 0.2 0.0 -0.1
H -0.4731 4.6894 0.5687 -0.2 -0.2 0.0
H -1.0381 3.0680 1.0630 -0.1 0.2 -0.1
C -1.4025 4.6744 -2.0107 0.7 -0.4 -0.5
H -0.6160 5.4266 -1.8800 -0.3 -0.1 0.0
H -2.3549 5.1467 -1.7342 0.0 -0.1 0.1
H -1.4800 4.3975 -3.0674 0.0 0.2 0.2
C 1.9777 4.4902 -2.1554 -0.5 0.0 -0.4
H 1.6974 4.3815 -3.2084 0.1 0.1 0.2
H 3.0322 4.7968 -2.1255 -0.1 -0.1 0.0
H 1.4028 5.3072 -1.6995 0.2 -0.1 -0.1
C 2.3210 3.5214 0.0851 0.0 -0.4 0.2
H 3.3382 3.9385 0.0569 -0.3 0.1 -0.2
H 2.3968 2.6189 0.6895 0.2 0.4 -0.2
H 1.6710 4.2561 0.5773 0.2 -0.1 0.0
C 1.2470 1.3835 -3.9236 0.2 -0.2 -0.1
H 2.1878 1.9348 -3.7941 -0.2 -0.2 -0.1
H 1.0872 1.2219 -4.9986 0.1 0.0 0.3
H 1.3505 0.3988 -3.4451 0.1 0.1 -0.2
C -1.2832 1.4838 -3.7329 -0.1 -0.1 0.1
H -1.3626 0.4767 -3.2974 -0.1 0.2 -0.2
H -1.3245 1.3831 -4.8272 -0.1 0.0 0.3
H -2.1525 2.0739 -3.4117 0.2 -0.2 -0.1
C 1.4799 -4.5645 1.4172 -0.3 -0.3 0.0
H 1.2364 -5.1787 0.5425 0.0 0.1 0.1
H 0.7310 -4.7495 2.1976 0.2 0.0 -0.1
H 2.4456 -4.9257 1.7987 -0.2 0.2 -0.1
C 2.0352 -2.3192 2.3724 0.2 0.0 0.4
H 1.3168 -2.4291 3.1964 0.1 -0.1 -0.2
C -0.4012 -1.9283 -2.3858 -0.4 -0.5 0.2
H 2.2092 -1.2493 2.1956 0.0 -0.2 -0.1
H 2.9855 -2.7555 2.7250 -0.3 0.2 -0.1
C 1.6806 -3.2934 -1.9050 0.1 0.1 0.2
H 0.0591 -0.9150 -2.2062 0.2 -0.1 -0.4
H -0.2150 -2.1942 -3.4337 0.0 0.5 0.1
H -1.4852 -1.8483 -2.2279 0.3 0.0 -0.1
C 0.2448 -2.9802 -1.4766 -0.1 0.2 -0.4
H 1.6712 -3.5800 -2.9645 0.0 0.1 0.2
H 2.1090 -4.1284 -1.3407 -0.1 0.2 -0.2
H 2.3371 -2.4197 -1.7988 0.0 -0.1 -0.1
C -2.6008 -3.1561 -0.0127 -0.1 -0.1 -0.2
H -2.7922 -2.0781 -0.1363 -0.1 -0.3 0.0
H -3.5187 -3.5978 0.4018 0.3 0.1 -0.1
H -2.4537 -3.6164 -0.9983 0.0 0.2 0.2
C -1.9338 -3.1440 2.3699 -0.2 0.3 0.4
H -2.5164 -2.2002 2.4071 0.1 -0.7 0.0
H -1.1738 -3.1213 3.1663 -0.1 -0.2 -0.3
H -2.6520 -3.9442 2.6180 0.3 0.2 -0.1
H 0.6084 -1.9310 -5.5304 0.0 0.3 -0.2
H 0.6016 -1.2265 -5.7905 0.0 -0.3 0.1
S -0.7788 -0.5521 2.0746 -0.2 0.3 0.0
C -0.5237 -0.1888 3.7319 -0.4 -0.3 0.7
N -1.7685 -0.1624 4.3374 0.7 -0.4 0.9
C -1.9316 -0.2590 5.6792 0.0 0.3 -2.1
C -0.7877 -0.3361 6.4374 0.7 0.0 1.1
C 0.4964 -0.3108 5.8934 -0.1 0.2 -0.5
C 0.6469 -0.1891 4.5032 -0.3 -0.2 -0.3
H -2.5695 -0.2217 3.7102 -0.1 0.2 0.3
H -2.9628 -0.2801 6.0064 0.1 0.0 0.4
H -0.9085 -0.4148 7.5047 0.0 -0.1 0.3
H 1.3890 -0.4054 6.5182 -0.4 0.1 -0.1
H 1.6263 -0.1934 4.0023 -0.6 0.0 0.4
```
Positions in Å, forces in eV/Å.

Summary:
DFT total energy in eV: -64252.8339
Energy relative to the best compared isomer or geometry (same formula, charge and spin) in kcal/mol: 28.00
Frontier orbital gap (alpha / beta) in Ha: 0.276 / 0.158
HOMO (alpha / beta) in eV: -20.502 / -21.375
E_LUMO (alpha / beta) in eV: -12.9871 / -17.0859
2S+1: 5
Net charge: +4



C10H12Si | ωB97M-V/def2-TZVPD

```
23
Properties=species:S:1:pos:R:3:forces:R:3
C -0.1440 -3.5958 0.4514 0.1 0.2 0.5
C 0.3794 2.7277 1.1896 -1.9 1.7 1.4
C 0.3498 -2.8015 -0.2883 0.9 0.0 0.3
C 0.1109 1.8310 2.1027 1.9 -0.2 -0.4
C -2.1778 -1.2304 -1.9122 0.1 0.2 0.1
C 0.6917 2.5349 -0.2760 3.6 -2.4 2.1
C -1.5146 -0.0836 -1.6346 0.1 0.4 -0.8
C 1.3617 1.1298 -0.5237 -2.7 -0.4 0.5
C 1.0690 -1.9047 -1.1562 0.6 1.4 0.8
C 0.1185 0.9875 3.0873 2.6 1.1 1.2
Si 0.2532 -0.1560 -0.9694 0.9 -0.4 -0.7
H -0.3046 -4.1299 1.3351 -0.6 -0.7 0.4
H -0.0936 3.6803 1.6168 0.9 -0.6 -1.3
H -3.1912 -1.4711 -2.2227 -0.3 1.4 -0.3
H -1.7690 -2.2251 -1.8449 1.1 0.0 0.6
H 1.3951 3.2007 -0.7150 0.3 1.3 0.1
H -0.2132 2.6240 -0.7176 -2.7 0.2 -2.0
H -1.8728 0.9687 -1.8822 -0.2 -1.6 0.6
H 2.0906 0.7949 0.2280 0.2 0.4 -0.6
H 1.0248 -2.4136 -2.1059 0.4 0.5 -0.8
H 2.1606 -1.6729 -0.8239 -1.8 -0.9 -0.5
H -0.6222 0.3064 3.1482 -2.6 -2.1 0.5
H 0.8978 0.8986 3.9137 -0.8 0.4 -1.5
```
Positions in Å, forces in eV/Å.

Summary:
DFT total energy in eV: -18434.7224
Energy relative to the best compared isomer or geometry (same formula, charge and spin) in kcal/mol: 137.37
Frontier orbital gap in Ha: 0.301
HOMO in eV: -8.027
E_LUMO in eV: 0.1608
SMILES string: C#CC/[Si](C=C)=C/CC=C=C



C5H4ClO2 | ωB97M-V/def2-TZVPD

```
12
Properties=species:S:1:pos:R:3:forces:R:3
C -0.0980 -0.2277 0.3655 0.2 0.0 1.3
C -0.3643 -1.0847 -0.7114 0.3 0.0 -2.9
C 0.4160 1.5408 2.0403 1.0 0.8 -1.4
C 0.2618 1.0307 0.5629 0.0 1.7 -1.5
C -0.2962 -0.9466 -2.0321 -0.4 -1.3 -0.1
O 0.2213 0.6785 2.8773 -0.5 -1.2 1.5
O 0.7976 2.7180 2.1810 -0.2 0.4 -0.3
Cl -0.5063 -2.3452 -3.1130 -0.1 0.1 0.3
H -0.1759 -0.9428 1.1617 0.1 1.1 1.6
H -0.5464 -2.0394 -0.3066 -0.4 -1.4 -0.4
H 0.4133 1.7467 -0.3558 -0.3 -1.2 1.9
H -0.1230 -0.1282 -2.6697 0.3 1.2 0.0
```
Positions in Å, forces in eV/Å.

Summary:
DFT total energy in eV: -21867.1366
Energy relative to the best compared isomer or geometry (same formula, charge and spin) in kcal/mol: 4.83
Frontier orbital gap in Ha: 0.275
HOMO in eV: -4.433
E_LUMO in eV: 3.0390
SMILES string: O=C([O-])/C=C/C=C/Cl
Net charge: -1



C6H9N | ωB97M-V/def2-TZVPD

```
16
Properties=species:S:1:pos:R:3:forces:R:3
C 1.4315 -0.4945 1.0695 -0.1 0.0 0.0
C 1.4751 0.6330 0.0905 -0.1 0.1 0.0
C -0.5640 -0.8566 -1.4401 -0.3 0.1 0.0
C -1.6697 -1.0107 -0.5968 0.0 0.1 0.1
C 0.6013 1.6454 0.0118 0.2 -0.1 0.0
C -0.5592 1.7074 0.8529 -0.8 0.0 0.6
N -1.5123 1.7245 1.5138 0.9 0.0 -0.6
H 0.5000 -0.4970 1.6428 0.1 0.0 -0.1
H 1.5196 -1.4459 0.5369 0.0 0.1 0.1
H 2.2702 -0.4140 1.7718 -0.1 0.0 -0.1
H 2.3056 0.6363 -0.6130 -0.1 0.0 0.1
H -0.8143 -0.0596 -2.1618 0.1 -0.1 0.1
H -2.5548 -0.3621 -0.5625 0.2 -0.1 -0.1
H -1.5093 -1.7745 -1.5882 0.0 -0.1 -0.1
H -1.6386 -1.7615 0.1988 0.0 0.1 -0.1
H 0.7129 2.4377 -0.7219 0.0 -0.1 0.1
```
Positions in Å, forces in eV/Å.

Summary:
DFT total energy in eV: -7853.1111
Energy relative to the best compared isomer or geometry (same formula, charge and spin) in kcal/mol: 116.42
Frontier orbital gap in Ha: 0.347
HOMO in eV: -8.695
E_LUMO in eV: 0.7554



C3H8N4O | ωB97M-V/def2-TZVPD

```
16
Properties=species:S:1:pos:R:3:forces:R:3
C -0.5154 -0.6694 0.3645 1.4 0.4 1.6
C -1.4610 1.4069 1.2167 0.1 0.0 0.4
N -0.3750 0.7748 0.4930 0.0 -1.0 -1.4
C 0.0915 -1.3341 -0.8110 0.5 -0.5 -0.7
O 1.4115 -1.5036 -2.6110 -0.3 -0.2 0.1
N 0.8431 1.1694 0.9583 -0.5 3.4 0.5
N 0.7447 -0.7004 -1.6902 0.1 0.4 0.1
N 1.9356 1.0318 0.4233 1.0 -1.6 1.0
H 1.8724 -0.8725 -3.1809 -0.2 0.0 0.2
H 2.0474 0.2704 -0.2572 -0.8 0.3 -0.7
H 0.1591 -0.9440 1.2960 -1.8 -1.0 -1.4
H -1.5796 -0.9240 0.4066 0.3 -0.2 0.6
H 0.0304 -2.4247 -0.8142 0.1 0.0 -0.1
H -1.1423 2.4173 1.4626 -0.2 0.0 -0.1
H -1.7043 0.8871 2.1509 0.0 0.0 0.1
H -2.3580 1.4150 0.5926 0.2 0.1 0.0
```
Positions in Å, forces in eV/Å.

Summary:
DFT total energy in eV: -11243.7551
Energy relative to the best compared isomer or geometry (same formula, charge and spin) in kcal/mol: 135.33
Frontier orbital gap in Ha: 0.345
HOMO in eV: -8.511
E_LUMO in eV: 0.8903
SMILES string: [H]/N=N\N(C)C/C=N/O



C10H13OS | ωB97M-V/def2-TZVPD

```
25
Properties=species:S:1:pos:R:3:forces:R:3
C -3.6001 0.5380 0.0730 0.9 -3.8 -1.1
C -2.6312 1.3936 0.4421 1.4 -1.7 -0.7
C -3.3823 -0.8287 -0.3375 1.4 0.3 -0.9
C -1.3267 0.9518 0.3584 0.9 1.3 1.9
C -2.0294 -1.2674 -0.3683 -0.9 1.2 0.5
C -1.0550 -0.3448 0.0743 0.3 -2.3 -1.1
C 2.5837 0.6576 -0.8478 2.5 0.5 1.1
C 2.8719 0.2738 0.6082 -0.8 -3.0 2.1
C 1.4784 -0.2456 -1.3222 -0.2 -0.6 -1.1
C 1.5402 -0.0232 1.3751 0.0 -0.9 0.1
O 0.7845 -2.4021 0.1972 -0.2 -0.9 0.0
S 0.6470 -0.9875 0.0900 -0.1 2.4 0.6
H -4.5282 0.9155 0.0224 -3.5 1.0 0.0
H -2.9008 2.3099 0.8150 -0.3 2.2 0.6
H -4.1587 -1.5086 -0.8082 0.8 1.2 1.0
H -0.5547 1.5888 0.7816 -0.1 0.1 -0.5
H -1.6824 -2.2173 -0.7447 -0.4 -0.3 0.1
H 2.4681 1.7237 -1.0845 -0.5 -0.3 0.5
H 3.6163 0.4316 -1.1883 -0.9 -0.1 -1.1
H 3.0744 -0.8526 0.6454 1.2 1.2 -1.0
H 3.7242 0.6718 1.2219 -1.2 0.3 -0.8
H 0.6346 0.2768 -1.7827 0.5 0.0 -0.5
H 1.8748 -1.0692 -1.9610 -0.6 0.5 0.4
H 1.6452 -0.8256 2.2096 -0.3 1.9 -1.0
H 0.9063 0.8400 1.5311 0.0 -0.1 0.8
```
Positions in Å, forces in eV/Å.

Summary:
DFT total energy in eV: -23454.0745
Energy relative to the best compared isomer or geometry (same formula, charge and spin) in kcal/mol: 38.61
Frontier orbital gap in Ha: 0.377
HOMO in eV: -13.695
E_LUMO in eV: -3.4376
Net charge: +1



C4H12NO | ωB97M-V/def2-TZVPD

```
18
Properties=species:S:1:pos:R:3:forces:R:3
C -0.6404 0.4745 -1.9414 -1.4 0.6 0.9
C -0.3633 0.4259 -0.4345 0.2 -1.8 -0.4
C 0.9862 -0.2272 -0.1203 0.5 1.8 0.1
C 1.4069 0.0998 1.3103 1.0 -0.5 -0.8
O 0.3833 -0.3326 2.1744 -0.3 -0.1 0.6
N -1.4237 -0.5162 0.1506 -0.6 1.3 0.2
H -1.6964 0.7423 -2.1048 0.2 0.3 0.0
H -0.5912 -0.5216 -2.3771 0.8 0.1 -0.2
H -0.0597 1.2630 -2.4048 0.3 -0.4 -0.3
H -0.4726 1.3443 0.1358 0.0 0.3 -0.4
H 1.0768 -1.2723 -0.4094 -0.3 -0.1 0.1
H 1.7076 0.3257 -0.7356 0.0 -0.3 -0.1
H 2.3712 -0.3853 1.4927 -0.2 -0.2 0.3
H 1.6293 1.1720 1.3621 -0.5 0.0 0.3
H 0.7045 -0.4612 3.0763 0.0 0.1 -0.2
H -1.3460 -0.5735 1.1750 0.4 -0.2 -0.1
H -2.3485 -0.1349 -0.0710 0.0 -0.3 0.0
H -1.3238 -1.4226 -0.2783 -0.1 -0.6 0.0
```
Positions in Å, forces in eV/Å.

Summary:
DFT total energy in eV: -7873.8410
Energy relative to the best compared isomer or geometry (same formula, charge and spin) in kcal/mol: 10.38
Frontier orbital gap in Ha: 0.430
HOMO in eV: -14.893
E_LUMO in eV: -3.1826
SMILES string: C[C@@H]([NH3+])CCO
Net charge: +1